# 1
C4H7O3P | the ωB97M-V functional and the def2-TZVPD basis

SMILES string: CC(=O)[C@H]1COPO1
Calculated total energy, eV: -19692.20747
Gap between HOMO and LUMO, eV: 10.57
Energy relative to the best compared isomer or geometry (same formula, charge and spin), kJ/mol: 114.1

```
! RIJCOSX wB97M-V def2-TZVPD def2/J DEFGRID3
* xyz 0 1
C -1.424 -1.523 0.481
C -1.343 -0.157 -0.183
O -2.228 0.627 -0.287
C 0.109 0.273 -0.525
C 0.594 1.392 0.311
O 1.888 0.997 0.789
P 2.541 -0.207 -0.137
O 1.009 -0.819 -0.393
H -2.504 -1.992 0.543
H -1.202 -1.454 1.538
H -0.687 -2.203 -0.059
H 0.142 0.568 -1.607
H 0.567 2.324 -0.327
H -0.004 1.565 1.161
H 2.542 0.608 -1.305
*
```

# 2
C4H7O3Pm | the ωB97M-V functional and the def2-TZVPD basis

Calculated total energy, eV: -26948.44475
Gap between HOMO and LUMO (alpha / beta), eV: 6.09 / 6.20
Energy relative to the best compared isomer or geometry (same formula, charge and spin), kJ/mol: 234.0
<S²>: 8.76

```
! RIJCOSX wB97M-V def2-TZVPD def2/J DEFGRID3
* xyz 1 6
H -2.563 2.073 -0.526
O 0.090 -0.146 0.716
C -0.818 0.884 0.827
O -1.584 0.655 1.836
Pm -2.668 -1.407 1.418
O -0.625 2.077 0.225
C -1.688 1.414 -0.532
H -1.325 1.145 -1.531
C 1.091 -0.189 -0.303
H 0.683 -0.053 -1.314
H 1.761 0.664 -0.130
C 1.789 -1.523 -0.192
H 2.032 -1.761 0.851
H 1.127 -2.329 -0.536
H 2.698 -1.504 -0.809
*
```

# 3
C4H7O4Rb | the ωB97M-V functional and the def2-TZVPD basis

Calculated total energy, eV: -13104.64003
Gap between HOMO and LUMO, eV: 3.50
Energy relative to the best compared isomer or geometry (same formula, charge and spin), kJ/mol: 267.6

```
! RIJCOSX wB97M-V def2-TZVPD def2/J DEFGRID3
* xyz 0 1
Rb -33.346 1.238 -12.279
O -39.590 4.143 -14.929
C -39.241 3.329 -13.938
O -38.186 3.488 -13.275
O -39.896 2.312 -13.783
H -40.260 3.499 -15.173
C -30.151 3.886 -19.066
C -29.674 2.776 -18.209
O -30.192 2.732 -17.118
C -28.811 1.667 -18.782
H -31.241 3.887 -19.092
H -29.894 3.866 -20.125
H -29.722 4.805 -18.666
H -29.099 1.303 -19.769
H -28.871 0.774 -18.159
H -27.820 2.104 -18.900
*
```

# 4
C4H7OP | the ωB97M-V functional and the def2-TZVPD basis

Calculated total energy, eV: -15594.16568
Gap between HOMO and LUMO (alpha / beta), eV: 8.24 / 8.24
Energy relative to the best compared isomer or geometry (same formula, charge and spin), kJ/mol: 315.6

```
! RIJCOSX wB97M-V def2-TZVPD def2/J DEFGRID3
* xyz 0 1
C -0.478 -0.612 -1.601
C 0.725 -0.731 -0.721
C 0.763 0.424 0.304
C -0.453 0.306 1.140
O -0.769 1.506 1.756
P -1.920 -0.110 -0.856
H -0.476 -0.786 -2.748
H 0.810 -1.658 -0.178
H 1.580 -0.845 -1.477
H 1.659 0.229 0.804
H 0.682 1.241 -0.272
H -0.523 -0.729 1.676
H -1.599 1.764 2.172
*
```

# 5
C4H7OP | the ωB97M-V functional and the def2-TZVPD basis

Calculated total energy, eV: -15594.12519
Gap between HOMO and LUMO, eV: 9.35
Energy relative to the best compared isomer or geometry (same formula, charge and spin), kJ/mol: 319.5

```
! RIJCOSX wB97M-V def2-TZVPD def2/J DEFGRID3
* xyz 0 1
C 0.472 -1.237 -0.387
C 1.567 -0.567 -0.518
C -0.706 -0.560 0.253
C -0.637 0.965 0.271
O -1.863 1.522 -0.446
P 1.698 1.122 0.107
H 0.363 -2.219 -0.676
H 2.445 -0.909 -0.952
H -1.690 -0.917 -0.260
H -0.503 -0.998 1.303
H -1.858 1.366 -1.323
H -0.729 1.405 1.211
H 1.441 1.027 1.417
*
```

# 6
C4H7ORu | the ωB97M-V functional and the def2-TZVPD basis

Calculated total energy, eV: -8864.22871
Gap between HOMO and LUMO (alpha / beta), eV: 8.75 / 6.58
Energy relative to the best compared isomer or geometry (same formula, charge and spin), kJ/mol: 59.0
<S²>: 8.76

```
! RIJCOSX wB97M-V def2-TZVPD def2/J DEFGRID3
* xyz 2 6
C -1.346 -0.956 -0.192
C -0.397 -0.040 0.585
C 0.880 0.250 -0.024
O 1.789 0.870 0.583
Ru 3.643 0.825 0.462
H -0.980 -1.373 -1.131
H -0.416 -0.089 1.674
H -1.915 -1.645 0.432
H 0.893 0.264 -1.130
C -1.646 0.485 -0.130
H -1.484 1.093 -1.021
H -2.430 0.837 0.538
H 3.408 -0.522 -0.646
*
```

# 7
C4H8 | the ωB97M-V functional and the def2-TZVPD basis

SMILES string: C=CCC
Calculated total energy, eV: -4276.63209
Gap between HOMO and LUMO, eV: 10.90
Energy relative to the best compared isomer or geometry (same formula, charge and spin), kJ/mol: 54.1

```
! RIJCOSX wB97M-V def2-TZVPD def2/J DEFGRID3
* xyz 0 1
C -0.919 0.023 1.788
C -0.213 0.475 0.754
C -0.346 -0.047 -0.657
C 1.038 -0.250 -1.218
H -1.860 -0.621 1.734
H -0.775 0.380 2.811
H 0.525 1.248 0.978
H -0.815 0.738 -1.262
H -1.032 -0.964 -0.677
H 1.625 -1.165 -0.916
H 1.752 0.607 -1.007
H 1.020 -0.424 -2.328
*
```

# 8
C4H8 | the ωB97M-V functional and the def2-TZVPD basis

SMILES string: C=C.C=C
Calculated total energy, eV: -4275.79697
Gap between HOMO and LUMO, eV: 11.48
Energy relative to the best compared isomer or geometry (same formula, charge and spin), kJ/mol: 134.7

```
! RIJCOSX wB97M-V def2-TZVPD def2/J DEFGRID3
* xyz 0 1
C 1.123 1.977 1.162
C 1.360 1.762 -0.116
H 0.527 1.289 1.764
H 1.527 2.837 1.698
H 0.966 0.885 -0.646
H 1.951 2.481 -0.699
C -1.270 -2.188 -1.110
C -1.212 -1.557 0.057
H -0.449 -2.121 -1.836
H -2.115 -2.809 -1.378
H -0.347 -0.954 0.356
H -2.061 -1.601 0.748
*
```

# 9
C4H8 | the ωB97M-V functional and the def2-TZVPD basis

SMILES string: C=CCC
Calculated total energy, eV: -4276.62876
Gap between HOMO and LUMO, eV: 10.65
Energy relative to the best compared isomer or geometry (same formula, charge and spin), kJ/mol: 54.5

```
! RIJCOSX wB97M-V def2-TZVPD def2/J DEFGRID3
* xyz 0 1
C 2.100 -0.010 0.181
C 0.829 -0.319 -0.209
C -0.374 0.523 -0.222
C -1.662 -0.215 0.190
H 2.334 1.088 0.474
H 2.878 -0.763 0.164
H 0.596 -1.383 -0.582
H -0.514 0.794 -1.263
H -0.116 1.456 0.296
H -1.721 -0.445 1.284
H -1.796 -1.104 -0.417
H -2.554 0.376 0.105
*
```

# 10
C4H8 | the ωB97M-V functional and the def2-TZVPD basis

SMILES string: CC1CC1
Calculated total energy, eV: -4276.38005
Gap between HOMO and LUMO, eV: 11.24
Energy relative to the best compared isomer or geometry (same formula, charge and spin), kJ/mol: 78.5

```
! RIJCOSX wB97M-V def2-TZVPD def2/J DEFGRID3
* xyz 0 1
C 0.687 -1.347 -0.079
C 0.320 0.139 -0.376
C -1.128 0.579 -0.236
C 0.013 1.190 0.617
H 0.360 -2.081 -0.864
H 0.233 -1.608 0.863
H 1.817 -1.447 0.131
H 0.861 0.511 -1.273
H -1.495 1.128 -1.157
H -1.895 -0.052 0.272
H 0.402 2.183 0.430
H -0.174 0.804 1.671
*
```

# 11
C4H86O43Sn | the ωB97M-V functional and the def2-TZVPD basis

Calculated total energy, eV: -99427.03412
Gap between HOMO and LUMO, eV: 8.12
Energy relative to the best compared isomer or geometry (same formula, charge and spin), kJ/mol: 0.0

```
! RIJCOSX wB97M-V def2-TZVPD def2/J DEFGRID3
* xyz -2 1
Sn -0.969 -3.056 -1.899
O 0.128 -1.289 -1.410
C 0.256 -0.616 -0.072
C -0.987 -0.039 0.629
O -1.803 -0.981 1.287
H 0.920 0.242 -0.268
H 0.712 -1.357 0.612
H -1.573 0.595 -0.032
H -0.378 0.683 1.317
O -0.951 -2.621 -4.028
C -2.137 -2.847 -4.609
C -3.232 -2.550 -3.563
O -2.859 -2.317 -2.249
H -2.270 -3.916 -4.885
H -2.466 -2.271 -5.476
H -4.015 -3.362 -3.584
H -3.705 -1.593 -3.879
O -4.470 5.071 1.314
H -5.016 4.441 1.849
H -3.604 5.099 1.771
O -0.689 1.269 -6.509
H 0.003 0.705 -6.192
H -1.485 0.993 -5.983
O -4.466 -0.950 -0.166
H -4.047 -1.409 -0.929
H -3.660 -0.969 0.435
O -0.090 3.674 -0.753
H -0.357 3.878 0.128
H -0.397 2.789 -0.881
O 1.485 -1.266 4.059
H 0.728 -1.751 3.625
H 1.864 -0.653 3.388
O -0.559 -7.832 2.423
H -1.456 -7.605 2.795
H -0.128 -6.997 2.395
O 0.633 1.185 5.420
H 1.055 0.290 5.194
H -0.109 0.982 6.033
O 2.959 -1.326 -1.227
H 3.146 -0.371 -1.438
H 2.034 -1.372 -1.573
O 1.208 6.232 2.980
H 1.902 5.675 3.411
H 1.466 6.367 2.061
O 2.915 -0.315 1.441
H 2.541 -0.699 0.658
H 3.226 -1.103 1.896
O 0.082 6.813 0.250
H -0.846 6.586 0.419
H 0.291 6.519 -0.661
O -0.544 -2.636 2.905
H -0.977 -1.860 2.203
H -1.239 -2.849 3.516
O -2.965 -6.395 2.231
H -2.978 -6.555 1.280
H -3.395 -5.505 2.326
O 2.752 3.815 -0.492
H 1.839 3.855 -0.907
H 2.752 4.717 -0.079
O 8.226 -6.073 -5.630
H 8.632 -6.707 -5.012
H 7.837 -5.364 -5.130
O -1.929 -7.991 0.013
H -1.271 -7.954 0.792
H -1.610 -7.234 -0.512
O 3.502 -3.130 3.547
H 2.999 -2.383 3.884
H 2.753 -3.659 3.232
O -2.651 0.622 -4.757
H -2.847 -0.246 -5.190
H -2.263 0.385 -3.906
O -0.877 2.168 3.622
H -1.383 1.392 3.416
H -0.124 1.819 4.078
O 3.427 6.421 0.466
H 3.739 6.809 1.302
H 3.180 7.098 -0.161
O 2.878 2.922 2.107
H 2.722 3.263 1.188
H 2.995 1.935 2.030
O 3.045 -4.421 -3.407
H 2.226 -4.856 -3.526
H 3.029 -4.137 -2.485
O -3.449 3.243 5.032
H -3.270 3.914 5.679
H -2.641 3.114 4.516
O -2.058 1.018 6.632
H -2.444 1.878 6.195
H -2.321 0.319 6.013
O -2.454 0.083 3.478
H -2.362 -0.261 2.514
H -3.419 0.400 3.500
O 1.255 -4.621 2.153
H 1.751 -4.336 1.332
H 0.508 -4.040 2.249
O 3.860 1.194 -0.957
H 3.521 2.100 -0.943
H 4.116 1.041 -0.033
O -3.837 -3.795 2.176
H -3.132 -3.412 1.561
H -4.651 -3.708 1.633
O 3.561 4.593 4.074
H 3.407 3.867 3.401
H 3.080 4.493 4.882
O 0.956 3.723 -6.769
H 1.671 3.689 -6.136
H 0.394 2.938 -6.604
O 0.926 -0.806 -4.412
H 0.957 -0.846 -3.434
H 0.288 -1.518 -4.539
O -0.686 4.277 2.019
H -0.092 4.911 2.504
H -0.582 3.375 2.450
O -0.268 -5.586 -7.525
H -0.654 -5.138 -6.764
H 0.628 -5.438 -7.371
O -6.781 0.284 0.471
H -6.182 0.889 0.063
H -6.387 -0.604 0.366
O 4.511 7.071 2.756
H 4.663 6.165 3.117
H 4.161 7.560 3.541
O -1.716 0.311 -2.365
H -0.805 0.069 -2.164
H -2.109 -0.608 -2.230
O 5.044 -3.119 -5.245
H 5.414 -2.425 -4.700
H 4.464 -3.643 -4.684
O -6.042 3.227 3.871
H -6.299 2.644 3.101
H -5.100 3.178 4.019
O 2.967 1.727 -5.411
H 2.411 0.981 -5.107
H 2.919 1.706 -6.375
*
```

# 12
C4H8AlFO7P | the ωB97M-V functional and the def2-TZVPD basis

Calculated total energy, eV: -37212.04557
Gap between HOMO and LUMO, eV: 3.77
Energy relative to the best compared isomer or geometry (same formula, charge and spin), kJ/mol: 123.1

```
! RIJCOSX wB97M-V def2-TZVPD def2/J DEFGRID3
* xyz -1 1
Al -1.730 1.158 -1.792
P -4.620 0.121 -2.802
O -3.576 -1.030 -2.468
O -6.075 -0.264 -3.262
O -3.783 0.939 -3.827
O -4.610 1.081 -1.546
F -1.316 2.753 0.669
C 1.825 0.874 3.484
C 1.241 0.928 2.051
O 2.021 0.120 1.148
C 1.642 -0.371 0.008
O 0.609 -0.133 -0.587
O 2.577 -1.351 -0.367
C 2.220 -2.320 -1.318
H 2.909 0.984 3.525
H 1.493 -0.085 3.881
H 1.386 1.713 4.024
H 1.311 1.949 1.675
H 0.193 0.628 2.073
H 1.630 -3.056 -0.772
H 3.165 -2.654 -1.746
H 1.488 -1.986 -2.054
*
```

# 13
C4H8Br2NOP | the ωB97M-V functional and the def2-TZVPD basis

Calculated total energy, eV: -157189.13879
Gap between HOMO and LUMO, eV: 8.79
Energy relative to the best compared isomer or geometry (same formula, charge and spin), kJ/mol: 82.1

```
! RIJCOSX wB97M-V def2-TZVPD def2/J DEFGRID3
* xyz 0 1
C -0.612 -1.245 -1.258
C -0.615 -0.070 -0.361
C -1.894 0.527 0.082
C 1.848 -0.192 -0.196
N 0.531 0.372 0.087
O 2.330 1.823 1.720
P 0.890 1.949 1.646
Br -2.030 -1.431 -2.630
Br -0.086 0.812 3.440
H 0.354 -1.211 -1.715
H -0.851 -2.032 -0.476
H -2.653 -0.268 0.080
H -2.422 1.229 -0.506
H -1.691 0.928 1.112
H 2.023 -1.252 0.034
H 2.130 -0.166 -1.319
H 2.747 0.227 0.261
*
```

# 14
C4H8Br2Se | the ωB97M-V functional and the def2-TZVPD basis

Calculated total energy, eV: -209703.37974
Gap between HOMO and LUMO (alpha / beta), eV: 7.10 / 7.75
Energy relative to the best compared isomer or geometry (same formula, charge and spin), kJ/mol: 0.0
<S²>: 2.01

```
! RIJCOSX wB97M-V def2-TZVPD def2/J DEFGRID3
* xyz 0 3
C -0.762 -1.395 0.260
C 0.900 0.905 0.373
C -2.593 -0.314 -1.054
C 2.322 0.346 0.628
Se -0.348 -0.077 1.490
Br -2.383 1.489 -0.513
Br 3.689 1.198 -0.394
H -1.630 -2.027 0.469
H -0.378 -1.301 -0.756
H 0.980 1.988 0.746
H 0.782 0.664 -0.713
H -3.292 -0.748 -0.504
H -2.575 -0.396 -2.080
H 2.526 -0.752 0.482
H 2.763 0.419 1.565
*
```

Calculated strongest force on any atom (eV/Å), listed in the same order as above: 3.12, 3.54, 5.59, 3.89, 6.31, 5.20, 2.88, 0.76, 2.97, 2.47, 3.03, 3.89, 3.38, 4.15